No. 1
Density functional theory data (ωB97M-V/def2-TZVPD) for C30H34BrCdN2O2S2 as an isolated structure.

Computed properties:
- HOMO energy (eV) = -4.7
- gap between HOMO and LUMO (eV) = 7.2313
- net charge = -1
- LUMO energy (eV) = 2.534

Each line ends with the Löwdin charge.
Atoms and positions in Å:
1 Cd -1.0378 0.3358 0.9033  1.16
2 Br -2.3964 1.5690 -1.2628  0.70
3 S -2.7015 -1.4952 1.3256  0.42
4 S -2.3659 -3.6706 3.2404  0.84
5 O 0.1778 -0.0885 -0.7825  -0.26
6 O -0.5301 2.2023 1.7431  -0.25
7 N -0.2515 -0.4186 2.8106  -0.07
8 N -0.7701 -1.6038 3.2823  -0.11
9 C -1.7915 -2.0879 2.6534  -1.18
10 C 1.1314 -0.4865 4.8077  -0.03
11 C -4.8406 -1.3530 7.1679  -0.11
12 C 2.3755 -0.7872 -2.7194  -0.53
13 C -3.7620 -0.7056 6.5822  -0.08
14 C 0.7990 2.3273 -6.6742  -0.05
15 C 0.0788 0.2844 -2.0109  -0.42
16 C 2.6410 1.6240 3.4760  -0.08
17 C -0.3902 0.1621 -7.0934  -0.05
18 C 2.3885 -2.0876 -3.5404  -0.05
19 C 3.5636 0.0926 -3.1474  -0.06
20 C -4.9375 -2.7337 7.0829  -0.10
21 C -3.9700 -3.4591 6.4053  -0.06
22 C 1.3998 3.5100 1.8980  -0.03
23 C 1.0656 -0.0267 -3.0048  -0.08
24 C -1.0153 1.0336 -2.5085  -0.54
25 C -2.8882 -2.8188 5.8052  -0.30
26 C 2.6872 3.7158 2.3246  -0.11
27 C 3.3287 2.7615 3.1192  -0.13
28 C -2.7902 -1.4331 5.9119  -0.04
29 C -1.1967 1.4215 -3.8203  -0.11
30 C 2.6253 -1.1763 -1.2561  -0.07
31 C 0.8560 0.3680 -4.3165  -0.01
32 C -1.8862 -3.6077 5.0141  -0.42
33 C -0.3851 1.4460 -6.2493  -0.56
34 C 0.6844 0.1324 3.5052  -0.26
35 C -1.6784 2.2105 -6.5390  -0.08
36 C 1.3288 1.3649 3.0487  -0.12
37 C 0.6724 2.3265 2.2028  -0.40
38 C -0.2519 1.0813 -4.7734  -0.20
39 H -0.5289 0.3961 -8.1531  0.08
40 H 3.1515 0.8831 4.0804  0.10
41 H 0.2839 -0.9535 5.3023  0.05
42 H 0.5492 -0.3822 -6.9863  0.07
43 H 0.8458 3.2225 -6.0516  0.09
44 H -5.6035 -0.7834 7.6841  0.09
45 H 2.6412 -0.3040 -0.6061  0.08
46 H 4.3484 2.9106 3.4508  0.09
47 H -1.7126 3.1522 -5.9877  0.08
48 H 4.5031 -0.4377 -2.9695  0.08
49 H -3.6773 0.3722 6.6425  0.10
50 H -2.5545 1.6168 -6.2714  0.08
51 H -0.8901 -3.1734 5.0412  0.06
52 H -1.9563 -0.9215 5.4500  0.09
53 H 3.5194 0.3595 -4.2045  0.07
54 H -1.2009 -0.4950 -6.7736  0.09
55 H -1.7382 2.4408 -7.6050  0.08
56 H 3.2152 4.6196 2.0414  0.09
57 H 3.5738 1.0148 -2.5633  0.09
58 H -4.0554 -4.5375 6.3288  0.11
59 H 1.6150 0.1053 -5.0461  0.10
60 H -5.7723 -3.2481 7.5438  0.10
61 H 3.3191 -2.6335 -3.3620  0.08
62 H 2.3065 -1.8947 -4.6116  0.07
63 H 1.5539 -2.7260 -3.2447  0.09
64 H 3.5986 -1.6744 -1.1933  0.08
65 H -1.8511 -4.6474 5.3359  0.07
66 H -2.0829 1.9883 -4.0688  0.08
67 H 1.5661 0.2631 5.4636  0.07
68 H 1.8632 -1.8569 -0.8845  0.08
69 H 1.7440 1.7918 -6.5700  0.07
70 H 1.8687 -1.2709 4.6198  0.09
71 H 0.6963 2.6350 -7.7189  0.08
72 H 0.8944 4.2387 1.2762  0.11

No. 2
Density functional theory data (ωB97M-V/def2-TZVPD) for C30H34BrO7Pt as an isolated structure.

Computed properties:
- HOMO energy (spin up / spin down) (eV) = -0.6 / -4.6
- gap between HOMO and LUMO (spin up / spin down) (eV) = 2.3509 / 6.3225
- net charge = -1
- LUMO energy (spin up / spin down) (eV) = 1.710 / 1.710
- multiplicity = 5
- relative energy (zero: lowest compared OMol25 entry of this formula, charge and spin) (kcal/mol) = 0.00

Each line ends with the Löwdin charge.
Atoms and positions in Å:
1 Pt 0.0000 0.0000 0.0000  1.25
2 Br -3.3919 -2.0108 2.8461  0.69
3 O -1.8920 -0.1086 1.0800  -0.32
4 O 5.0823 -5.4141 -2.4541  0.14
5 O 3.1300 -2.8807 2.4120  -0.08
6 O 6.6943 -6.7067 -1.5435  -0.03
7 O 7.9287 -5.4368 1.0492  0.16
8 O -2.8444 1.9270 0.4376  -0.18
9 O 8.2537 -3.7186 -0.2735  -0.05
10 C 3.3069 -4.3075 2.2599  -0.52
11 C 5.0671 -3.0829 1.0846  -0.20
12 C 1.3690 1.9301 -0.2477  -0.20
13 C 1.8466 1.2043 0.8595  -0.21
14 C 0.2426 -0.6226 -2.2487  -0.21
15 C 0.0623 2.3706 0.0502  -0.17
16 C -4.2227 0.6090 1.8288  -0.21
17 C 5.1578 -5.5259 0.7986  -0.04
18 C 3.0864 -4.9237 3.6253  -0.01
19 C -0.2788 1.9064 1.3368  -0.17
20 C -0.6174 0.4979 -2.2096  -0.18
21 C -6.3958 1.6102 2.3770  -0.14
22 C -2.9378 0.7774 1.0861  -0.52
23 C -4.5614 -0.5130 2.6164  -0.63
24 C -5.8097 -0.5532 3.2697  -0.18
25 C -1.7954 0.1311 -1.5211  -0.15
26 C 5.3807 -3.4357 -0.3639  -0.05
27 C 6.0192 -4.8345 -0.2889  -0.24
28 C 7.4697 -4.7213 0.1942  -0.41
29 C -0.4266 -1.6912 -1.6148  -0.20
30 C 8.9231 -3.7511 -1.5381  -0.03
31 C 0.8337 1.1954 1.8407  -0.18
32 C 5.8713 -5.6375 -1.5656  -0.43
33 C -1.6760 -1.2277 -1.1668  -0.16
34 C 2.2768 -4.8342 1.2680  -0.01
35 C -6.7185 0.5001 3.1490  -0.18
36 C 4.7761 -4.4260 1.7901  -0.16
37 C 6.8500 -7.4035 -2.7920  -0.03
38 C 3.8148 -2.2455 1.3408  -0.14
39 C -5.1703 1.6647 1.7259  -0.07
40 H 8.5296 -3.0318 -2.2496  0.09
41 H 4.4682 -3.5239 -0.9514  0.13
42 H -0.5790 2.9371 -0.6024  0.11
43 H 3.1851 -2.1988 0.4434  0.12
44 H 2.2792 -5.9223 1.2275  0.09
45 H -1.2131 2.0715 1.8466  0.11
46 H 2.0395 -4.8604 3.9169  0.09
47 H -7.0959 2.4321 2.2770  0.08
48 H 3.3759 -5.9737 3.6191  0.09
49 H -7.6759 0.4663 3.6515  0.07
50 H 5.7003 -6.3440 1.2591  0.13
51 H -0.4017 1.4688 -2.6190  0.11
52 H 7.4963 -8.2461 -2.5762  0.09
53 H 6.0089 -2.6964 -0.8541  0.13
54 H 3.6820 -4.4061 4.3739  0.09
55 H -4.9755 2.5546 1.1379  0.09
56 H -0.0213 -2.6706 -1.4316  0.09
57 H 1.2872 -4.5148 1.5872  0.10
58 H 4.2785 -5.9386 0.3098  0.12
59 H 8.8745 -4.7514 -1.9632  0.09
60 H 7.3029 -6.7555 -3.5383  0.09
61 H 1.8979 2.0944 -1.1716  0.10
62 H 5.4048 -4.5099 2.6714  0.15
63 H 0.8780 0.6810 2.7828  0.10
64 H -6.0790 -1.4051 3.8741  0.07
65 H -2.3822 -1.7954 -0.5856  0.11
66 H 5.8859 -7.7457 -3.1589  0.09
67 H 4.0271 -1.2249 1.6516  0.12
68 H 1.2194 -0.6603 -2.7004  0.10
69 H 5.9335 -2.6123 1.5451  0.15
70 H -2.6352 0.7721 -1.3111  0.10
71 H 9.9583 -3.5056 -1.3249  0.09
72 H 2.8003 0.7091 0.9320  0.08
73 H 2.4388 -4.4647 0.2573  0.08

No. 3
Density functional theory data (ωB97M-V/def2-TZVPD) for one molecule with the formula C30H34N2O3S.

Computed properties:
- HOMO energy (eV) = -7.7
- gap between HOMO and LUMO (eV) = 8.3801
- SMILES = Cc1ccc(S[C@@H](CCN2CC[C@H](NC(=O)OCc3ccccc3)CCC2=O)c2ccccc2)cc1
- LUMO energy (eV) = 0.675
- relative energy (zero: lowest compared OMol25 entry of this formula, charge and spin) (kcal/mol) = 1.21

Each line ends with the natural charge from an NBO analysis.
Atoms and positions in Å:
1 S 1.2954 0.1516 0.9145  0.23
2 O -1.5178 1.0512 1.4027  -0.66
3 O -3.6376 1.7982 1.6731  -0.52
4 O 2.2381 1.6465 -2.5204  -0.66
5 N 2.1791 3.0051 -0.7283  -0.45
6 N -2.1641 3.1243 0.6932  -0.63
7 C 0.5856 -1.1599 -0.0364  -0.09
8 C -5.8961 -0.5994 1.0516  -0.19
9 C 1.6414 2.4717 -1.8469  0.71
10 C 0.2537 3.4915 0.8060  -0.44
11 C 4.1338 -1.1050 2.0824  -0.16
12 C 0.6604 -1.1874 -1.4220  -0.25
13 C -0.1151 -2.1479 0.6398  -0.23
14 C 4.9723 -3.3160 1.6787  -0.22
15 C 3.7402 -0.9963 0.7529  -0.05
16 C -0.9858 3.4731 -0.0902  -0.03
17 C 0.2605 2.9459 -2.2512  -0.49
18 C 4.5724 -3.2216 0.3573  -0.20
19 C -4.1210 -1.9058 -0.6214  -0.21
20 C 3.6447 1.5516 0.7006  -0.41
21 C -1.2672 -4.3484 -2.2192  -0.63
22 C 4.7497 -2.2544 2.5401  -0.22
23 C 3.5382 2.6313 -0.3798  -0.21
24 C -0.7236 -3.1684 -0.0660  -0.21
25 C 3.0296 0.2214 0.2537  -0.35
26 C -4.0058 0.5442 2.2592  -0.09
27 C -3.6454 -1.0643 0.3682  -0.15
28 C -6.3701 -1.4490 0.0671  -0.21
29 C -0.6375 -3.2246 -1.4514  -0.03
30 C -0.8317 2.5130 -1.2724  -0.41
31 C 1.5097 3.9944 0.0887  -0.21
32 C -4.5308 -0.4043 1.2125  -0.09
33 C 0.0597 -2.2209 -2.1147  -0.20
34 C -2.3525 1.9061 1.2545  0.90
35 C 3.9601 -2.0695 -0.1025  -0.21
36 C -5.4833 -2.1020 -0.7722  -0.21
37 H -4.7742 0.7833 2.9974  0.19
38 H -2.9986 3.6751 0.5728  0.41
39 H 4.7056 1.4007 0.9138  0.22
40 H -6.5902 -0.0864 1.7021  0.21
41 H 0.1262 -2.2421 -3.1935  0.21
42 H -7.4339 -1.5991 -0.0468  0.21
43 H -0.1833 -2.1034 1.7160  0.22
44 H 3.1598 1.8939 1.6174  0.20
45 H 0.0510 4.1500 1.6529  0.21
46 H 0.0654 2.4982 -3.2272  0.24
47 H -1.2710 -3.9321 0.4683  0.21
48 H 3.9427 -0.2882 2.7625  0.20
49 H 4.0722 3.5287 -0.0517  0.19
50 H -3.1244 0.1192 2.7516  0.22
51 H -1.1652 4.4865 -0.4715  0.19
52 H 0.4234 2.4857 1.1867  0.26
53 H 5.0531 -2.3254 3.5747  0.21
54 H -2.5827 -0.9162 0.4875  0.23
55 H 2.2285 4.3160 0.8443  0.21
56 H 1.1769 -0.4094 -1.9642  0.24
57 H 0.2561 4.0322 -2.3690  0.21
58 H -1.7867 2.4690 -1.8025  0.21
59 H -5.8548 -2.7624 -1.5423  0.21
60 H 4.7368 -4.0479 -0.3190  0.21
61 H -2.0462 -4.8322 -1.6340  0.21
62 H -1.6958 -3.9881 -3.1528  0.22
63 H 3.6471 -2.0002 -1.1346  0.21
64 H -3.4213 -2.4087 -1.2718  0.21
65 H 1.2565 4.8713 -0.5220  0.19
66 H -0.6172 1.5147 -0.8902  0.24
67 H -0.5147 -5.0982 -2.4664  0.22
68 H 2.9606 0.1936 -0.8332  0.25
69 H 5.4513 -4.2150 2.0382  0.21
70 H 4.0075 2.2609 -1.2955  0.24

Number 1: calculated total energy -135018.0076 eV. Number 2: calculated total energy -119277.3034 eV. Number 3: calculated total energy -51622.0068 eV.